Entry 1:
70
Properties=species:S:1:pos:R:3:lowdin_charge:R:1 method="wB97M-V/def2-TZVPD" energy_ev=-51025.3600 spin_multiplicity=1 relative_energy_kcal_mol=0.0 smiles=CC1(C)OB([C@H](c2ccccc2)c2ccc(F)cc2)OC1(C)C.Cc1ccc(-c2ccc(C)s2)cc1 homo_lumo_gap_ev=7.98 total_charge=0
S -1.2548 0.2275 -2.8563 1.115
F -1.6011 -4.3419 3.4907 0.026
O -0.0334 1.8688 2.6239 0.111
O 1.7373 2.5782 1.3084 0.133
C -0.2498 -1.0065 2.9051 -0.015
C -0.4133 -2.6800 -3.4888 -0.056
C 2.2875 -0.1440 -3.1686 -0.106
C -1.2165 3.8831 3.1134 -0.007
C -0.1085 -2.2909 0.8900 -0.065
C 0.1597 3.2673 2.9478 -0.448
C 0.2373 -6.4203 -3.4102 -0.063
C -2.0869 2.7416 -1.9522 -0.113
C 0.1123 -1.0740 1.5486 -0.174
C 1.9447 -1.1958 -1.0280 -0.041
C 2.0893 4.8224 2.0337 -0.010
C -2.3906 0.5957 -0.5804 -0.104
C 1.8123 1.0631 -2.6484 -0.112
C 1.3530 -0.0219 -0.5252 -0.190
C 1.0371 3.7791 1.7225 -0.448
C -0.6304 -3.4124 1.5353 0.000
C 0.0613 -3.9398 -3.8226 -0.044
C 0.9192 0.0370 0.9183 -0.058
C -1.9469 1.2937 -1.6935 -0.579
C 0.9005 3.3534 4.2792 -0.012
C -1.5750 -3.6319 -1.5844 -0.041
C -0.8485 -2.0829 3.5653 0.001
C -1.4008 -1.1503 -1.7891 -0.453
C -1.0154 -3.2711 2.8638 -0.261
C -1.1217 -4.8930 -1.9499 -0.043
C -2.1541 -0.7951 -0.6791 -0.112
C 0.1737 4.2729 0.5644 -0.016
C -0.2841 -5.0603 -3.0568 -0.283
C 2.3446 -1.2780 -2.3581 -0.085
C 1.3705 1.1243 -1.3232 -0.062
C -1.1454 -2.4850 -2.2970 -0.248
B 0.9540 1.5248 1.7291 -0.523
H 1.7816 1.9600 -3.2715 0.107
H -2.6619 3.2000 -1.1372 0.083
H 0.1125 -2.3618 -0.1706 0.077
H 2.1015 -2.0503 -0.3655 0.123
H -0.6274 3.5606 0.3091 0.078
H -2.5064 -1.5151 0.0508 0.113
H 0.7081 -4.0728 -4.6921 0.115
H 1.9181 2.9493 4.2036 0.098
H -0.0583 -0.1020 3.4668 0.104
H 1.6238 5.7692 2.3350 0.099
H 1.1784 -6.6433 -2.8889 0.085
H -2.2647 -3.5190 -0.7457 0.111
H -2.6197 2.9051 -2.8999 0.081
H -2.8800 1.0879 0.2577 0.116
H 0.9612 4.3954 4.6194 0.096
H 0.4301 -6.4947 -4.4854 0.076
H -0.4841 -7.1961 -3.1311 0.078
H -0.1905 -1.8297 -4.1371 0.090
H -1.1667 -1.9998 4.6020 0.117
H -1.8293 3.7860 2.2074 0.086
H 2.6151 -0.2010 -4.2072 0.103
H -1.7413 3.3837 3.9393 0.099
H -0.7488 -4.3560 1.0086 0.111
H -0.2868 5.2369 0.8234 0.101
H -1.4152 -5.7680 -1.3662 0.115
H 2.6919 5.0124 1.1385 0.099
H -1.1046 3.2333 -2.0251 0.068
H -1.1227 4.9477 3.3673 0.099
H 2.7561 4.4933 2.8372 0.086
H 2.7064 -2.2327 -2.7468 0.108
H 1.0364 2.0673 -0.8897 0.097
H 0.3553 2.7849 5.0427 0.098
H 1.9165 -0.1100 1.4504 0.171
H 0.7988 4.4216 -0.3265 0.100



Entry 2:
77
Properties=species:S:1:pos:R:3:lowdin_charge:R:1 method="wB97M-V/def2-TZVPD" energy_ev=-52296.6228 s_squared=6.08 spin_multiplicity=5 relative_energy_kcal_mol=47.6 homo_lumo_gap_ev="6.13 / 5.80" total_charge=+2
Pd -1.3515 -0.7530 0.3918 0.960
O -0.5672 -4.0258 0.6978 -0.069
N 0.4255 -0.7074 2.9083 0.045
N -1.8801 -1.8342 3.1189 -0.027
N -0.7790 1.2340 -0.8172 0.121
N -2.3962 -1.8746 1.8656 -0.062
N 0.5315 -1.1482 1.7565 0.096
N -1.6046 0.6876 3.2791 -0.042
N -1.8219 0.9868 1.9792 -0.006
N 1.1639 0.2075 -1.5330 0.167
N 1.2008 1.5176 0.3790 0.181
C 0.5513 1.0279 -0.6842 -0.394
C -3.5751 0.4850 -1.4643 -0.017
C 0.9438 -1.3452 -3.3799 -0.214
C 4.9112 1.6069 0.5035 0.021
C -0.7857 -3.0280 -3.3322 -0.059
C -3.2492 -2.8860 1.8233 -0.123
C 2.5595 1.1588 0.6708 -0.137
C 2.8116 -0.1071 1.4713 -0.345
C 0.2974 -2.4315 -3.9588 -0.027
C 1.5202 -0.1270 3.6060 0.013
C -3.2237 1.9663 -3.4095 -0.007
C -0.6078 -1.4935 -1.4722 -0.148
C 3.5670 2.0139 0.3197 -0.199
C -1.2320 -2.5627 -2.1006 -0.124
C 2.6192 0.2241 2.9450 0.079
C 2.1079 -0.6726 -4.0508 -0.028
C -2.2983 2.2243 1.9559 -0.142
C 1.8723 -1.2911 1.2020 -0.070
C -2.6972 1.3973 -2.2662 -0.148
C 3.2751 3.3436 -0.3196 -0.008
C 0.4615 -0.9037 -2.1478 -0.224
C -2.3967 2.7464 3.2527 -0.034
C 4.2389 -0.5661 1.2970 0.005
C -1.9452 1.7317 4.0643 -0.046
C -0.5647 2.5353 -2.8238 0.019
C -1.1241 3.0724 -3.9409 -0.028
C -3.3193 -3.5173 3.0688 -0.027
C -2.4398 -2.8140 3.8597 -0.040
C -2.4711 2.7908 -4.2373 0.010
C 5.2120 0.2870 0.9043 -0.044
C -1.3231 1.6906 -1.9471 -0.193
B -1.0578 -0.6740 3.6391 -0.471
H -4.2517 1.7530 -3.6739 0.135
H 0.6441 -2.8047 -4.9138 0.121
H -2.7576 3.7137 3.5536 0.107
H -0.9839 -4.6310 1.3218 0.044
H -2.0658 -3.0599 -1.6185 0.093
H 2.2742 -2.1689 1.7261 0.162
H -1.2829 -3.8657 -3.8036 0.115
H 1.3067 0.0830 4.6421 0.131
H 5.7076 2.2866 0.2355 0.124
H -3.9355 -4.3507 3.3546 0.111
H -1.8513 1.6678 5.1357 0.134
H 4.1905 3.9136 -0.4563 0.092
H 1.9553 0.4055 -4.1334 0.079
H -2.9261 3.2186 -5.1204 0.128
H 3.3992 0.7834 3.4469 0.150
H 0.4631 2.7517 -2.5613 0.114
H -3.9753 -0.2928 -2.1158 0.105
H 6.2393 -0.0516 0.8751 0.126
H 0.7266 2.2542 0.8881 0.171
H 4.4724 -1.5797 1.5985 0.130
H 2.5932 3.9427 0.2851 0.093
H 2.1712 0.1340 -1.4440 0.155
H -3.7678 -3.1212 0.9081 0.121
H -0.8298 -0.7893 4.8037 0.128
H 2.2535 -1.0684 -5.0532 0.089
H -3.0779 -0.0292 -0.6359 0.015
H -4.4164 1.0341 -1.0378 0.108
H 2.8177 3.2138 -1.3031 0.084
H -2.5634 2.6860 1.0175 0.105
H -0.1534 -4.6003 0.0452 0.051
H 3.0428 -0.8337 -3.5050 0.087
H -0.5515 3.7173 -4.5925 0.125
H -2.1841 -2.9228 4.9003 0.134
H 1.7578 -1.5616 0.1568 0.119



Entry 3:
80
Properties=species:S:1:pos:R:3:lowdin_charge:R:1 method="wB97M-V/def2-TZVPD" energy_ev=-77701.1041 spin_multiplicity=1 relative_energy_kcal_mol=10.5 homo_lumo_gap_ev=6.93 total_charge=0
Sb -0.6736 -0.4601 1.1998 1.612
S 4.0853 -4.1137 -1.1852 1.071
S -2.1905 6.0112 -1.9810 1.052
N -0.5035 1.1323 -2.0285 0.107
N -2.6375 -0.4499 -1.3719 -0.015
N -3.4597 0.5767 -1.0493 -0.077
N -4.5981 -1.2038 -0.6914 0.058
N -4.5793 0.1194 -0.6574 -0.054
N -2.9579 -2.8058 -1.3508 0.160
N -1.3715 -4.1967 -2.4503 0.042
N 1.3573 -0.6843 -1.4200 0.090
N -0.8564 -2.0615 -2.2545 -0.002
N 0.1318 -2.7312 -2.8961 -0.055
N -0.1845 -3.9541 -2.9962 -0.070
C -4.5572 5.0815 -1.6794 -0.169
C 0.0258 3.8566 -1.7576 0.048
C 3.4067 2.3776 -1.3156 -0.008
C 6.5933 -3.6451 -1.4215 -0.183
C 4.6062 -2.4536 -1.2646 -0.467
C 0.7367 1.5627 -1.7310 -0.132
C 4.0544 -0.0298 -1.2354 0.054
C 3.6586 -1.3629 -1.2699 -0.183
C 0.8572 0.0848 4.0338 -0.138
C -1.3965 -2.7322 3.4025 -0.135
C -3.7264 3.9527 -1.8068 -0.100
C -2.2940 2.1191 1.3624 -0.171
C -1.1195 -2.5313 1.9227 -0.536
C -2.3964 0.7340 1.9835 -0.537
C 5.9732 -2.3860 -1.3896 -0.119
C 1.0709 2.9346 -1.6606 -0.119
C -2.4046 4.2836 -1.9791 -0.476
C 5.7015 -4.6684 -1.3168 -0.401
C 2.2652 -1.6157 -1.3156 -0.093
C 3.0978 0.9853 -1.3557 -0.139
C 1.7469 0.5909 -1.5056 -0.178
C 2.2944 -0.2623 2.0420 -0.156
C -3.4008 -1.5396 -1.1471 -0.433
C -1.4414 2.0271 -2.2422 -0.036
C 2.4312 3.3086 -1.4344 -0.011
C 0.9711 0.2917 2.5354 -0.528
C -1.7816 -3.0253 -2.0041 -0.427
C 0.0096 -3.4321 1.4503 -0.157
C -2.6022 0.8548 3.4829 -0.143
C -3.8702 6.2536 -1.7524 -0.405
C -1.2610 3.4070 -2.0186 -0.191
Be -0.9584 -0.5275 -1.6196 0.091
H 2.3609 -1.3315 2.2289 0.068
H 1.6189 0.6856 4.5357 0.080
H 1.8999 -2.6312 -1.2802 0.074
H -0.1114 0.3840 4.4193 0.047
H -2.0227 -2.7905 1.3633 0.068
H -0.2066 -4.4746 1.6816 0.081
H -1.8859 1.5461 3.9219 0.066
H -1.5155 -3.7991 3.6042 0.078
H 0.9491 -3.1712 1.9319 0.062
H 4.4360 2.6672 -1.1625 0.118
H 5.9062 -5.7214 -1.3135 0.064
H 0.1439 -3.3538 0.3744 0.045
H -2.4001 1.6658 -2.5614 0.107
H -5.6219 5.0304 -1.5345 0.107
H -3.5995 1.2543 3.6734 0.081
H -2.5253 -0.1018 3.9892 0.047
H 2.4200 -0.0956 0.9778 0.029
H 6.5215 -1.4657 -1.4730 0.106
H -2.3183 -2.2385 3.7024 0.060
H 0.9457 1.3672 2.3248 0.076
H -0.5798 -2.3667 4.0204 0.055
H -1.3952 2.6352 1.6984 0.070
H 3.1282 0.2154 2.5571 0.084
H -3.2654 0.2273 1.5589 0.058
H -3.1556 2.7228 1.6437 0.085
H -4.0849 2.9420 -1.7195 0.095
H 5.0934 0.2415 -1.1190 0.123
H -2.2857 2.0508 0.2799 0.016
H 1.0359 -0.9554 4.2958 0.064
H 2.6592 4.3626 -1.3668 0.118
H 7.6541 -3.7896 -1.5181 0.103
H -4.2345 7.2596 -1.6824 0.062
H 0.2151 4.9096 -1.6087 0.103
H -3.6312 -3.5557 -1.3032 0.158